# 1
100
Properties=species:S:1:pos:R:3:lowdin_charge:R:1 method="wB97M-V/def2-TZVPD" relative_energy_ev=0.276 homo_lumo_gap_ev=7.094 e_homo_ev=-5.0 charge=-1
Y -0.047 -0.114 -1.051 1.49
O 2.379 -2.249 -3.988 0.03
C 1.686 -1.447 -3.369 -0.49
N 1.605 -1.229 -2.049 -0.05
C 2.657 -1.553 -1.167 -0.22
C 3.437 -2.699 -1.217 -0.03
C 4.479 -2.877 -0.310 -0.11
C 4.742 -1.905 0.641 -0.10
C 3.974 -0.743 0.697 -0.02
C 2.916 -0.562 -0.189 -0.21
N 2.015 0.531 -0.172 0.01
C 2.314 1.693 0.403 -0.49
O 3.376 2.099 0.882 0.01
C 1.111 2.623 0.478 -0.17
C 1.213 3.763 1.258 -0.01
C 0.105 4.575 1.411 -0.06
C -1.070 4.220 0.771 -0.06
C -1.087 3.074 -0.002 -0.14
N -0.017 2.282 -0.164 0.05
C 0.878 -0.409 -4.146 -0.19
C 0.975 -0.352 -5.522 0.01
C 0.423 0.732 -6.186 -0.04
C -0.197 1.728 -5.452 -0.07
C -0.291 1.571 -4.082 -0.15
N 0.216 0.521 -3.438 0.03
H 3.236 -3.434 -1.984 0.10
H 5.084 -3.775 -0.359 0.09
H 5.552 -2.038 1.351 0.09
H 4.190 0.023 1.425 0.10
H 2.167 3.967 1.722 0.11
H 0.154 5.465 2.027 0.11
H -1.972 4.810 0.866 0.10
H -1.985 2.769 -0.521 0.03
H 1.505 -1.148 -6.027 0.12
H 0.474 0.801 -7.265 0.11
H -0.653 2.583 -5.930 0.10
H -0.834 2.285 -3.475 0.10
C -2.982 -3.461 1.194 -0.04
C -2.431 -3.326 -0.203 -0.28
C -3.197 -2.749 -1.212 -0.07
C -2.664 -2.518 -2.472 -0.12
C -1.348 -2.873 -2.743 -0.11
C -0.588 -3.497 -1.759 -0.10
C -1.127 -3.715 -0.499 -0.06
H -2.289 -4.000 1.842 0.08
H -3.937 -3.990 1.194 0.08
H -3.152 -2.475 1.637 0.07
H -4.206 -2.418 -0.991 0.11
H -3.252 -2.023 -3.235 0.09
H -0.930 -2.700 -3.728 0.11
H 0.439 -3.773 -1.963 0.10
H -0.506 -4.140 0.282 0.11
O -2.859 1.731 -6.656 -0.31
S -3.725 0.978 -5.788 0.63
O -4.460 -0.122 -6.345 -0.30
N -2.915 0.490 -4.446 -0.09
C -3.388 1.039 -3.356 -0.77
S -2.814 0.770 -1.782 0.70
C -4.533 1.994 -3.599 -0.22
C -5.244 2.754 -2.687 -0.03
C -6.253 3.583 -3.164 -0.07
C -6.541 3.650 -4.527 -0.08
C -5.823 2.890 -5.442 -0.04
C -4.831 2.069 -4.943 -0.22
H -5.010 2.684 -1.631 0.10
H -6.825 4.186 -2.470 0.10
H -7.329 4.306 -4.877 0.10
H -6.032 2.938 -6.504 0.12
C 4.981 1.290 5.372 -0.05
C 4.426 -0.043 4.933 -0.23
C 5.206 -1.189 5.061 -0.06
C 4.742 -2.422 4.625 -0.09
C 3.475 -2.517 4.077 -0.03
C 2.682 -1.381 3.949 -0.22
N 1.427 -1.513 3.302 0.11
C 0.241 -1.040 3.815 -0.20
C 0.079 -0.882 5.203 -0.04
C -1.108 -0.413 5.728 -0.09
C -2.180 -0.083 4.898 -0.10
C -2.021 -0.215 3.531 -0.03
C -0.833 -0.688 2.977 -0.07
C -0.708 -0.750 1.498 -0.59
O 0.227 -1.409 0.956 -0.09
O -1.522 -0.099 0.773 -0.16
C 3.148 -0.130 4.362 -0.16
C 2.306 1.102 4.153 -0.01
H 5.959 1.161 5.835 0.07
H 4.327 1.787 6.092 0.08
H 5.098 1.965 4.520 0.08
H 6.196 -1.107 5.497 0.10
H 5.362 -3.306 4.721 0.10
H 3.081 -3.464 3.729 0.11
H 1.439 -1.659 2.300 0.11
H 0.906 -1.142 5.853 0.12
H -1.206 -0.311 6.804 0.10
H -3.112 0.278 5.314 0.09
H -2.816 0.057 2.848 0.12
H 1.628 1.273 4.996 0.09
H 1.687 1.000 3.261 0.08
H 2.923 1.988 4.021 0.07



# 2
98
Properties=species:S:1:pos:R:3:lowdin_charge:R:1 method="wB97M-V/def2-TZVPD" relative_energy_ev=0.000 homo_lumo_gap_ev=7.132 e_homo_ev=-7.8
Al -1.256 1.662 0.374 0.16
C -2.770 -1.502 -4.273 -0.01
O -2.390 -1.166 -2.898 -0.13
C -3.392 -0.844 -2.049 -0.22
C -4.646 -1.545 -2.038 0.00
C -5.770 -1.009 -1.401 -0.10
C -5.618 0.052 -0.516 -0.04
C -4.274 0.529 -0.226 -0.11
C -4.118 1.364 0.914 0.03
N -2.899 1.711 1.315 -0.01
N -2.661 1.963 2.622 0.09
C -1.419 1.664 2.957 -0.36
O -0.493 1.421 2.063 0.00
C -1.079 1.706 4.374 -0.12
C 0.153 1.364 4.975 -0.01
C 0.249 1.379 6.349 -0.11
C -0.803 1.702 7.169 -0.10
C -1.997 2.051 6.589 -0.09
C -2.154 2.132 5.214 -0.01
C -3.191 0.189 -1.105 -0.19
O -1.971 0.721 -1.011 -0.03
H -1.851 -1.536 -4.823 0.08
H -3.373 -0.706 -4.636 0.09
H -3.290 -2.473 -4.225 0.09
H -4.757 -2.380 -2.718 0.10
H -6.789 -1.453 -1.522 0.12
H -6.489 0.557 -0.144 0.10
H -4.943 1.550 1.588 0.14
H 1.075 1.169 4.344 0.12
H 1.232 1.087 6.790 0.12
H -0.678 1.839 8.234 0.11
H -2.892 2.277 7.169 0.11
H -3.080 2.461 4.711 0.11
C 1.790 -2.514 -2.220 -0.19
N 1.013 -1.921 -1.177 -0.50
P 1.044 -0.177 -0.845 1.06
C 2.653 0.027 0.039 -0.35
C 3.895 -0.429 -0.343 -0.11
C 4.960 -0.256 0.543 -0.08
C 4.771 0.258 1.812 -0.11
C 3.520 0.476 2.269 -0.11
C 2.428 0.350 1.439 -0.08
C 1.436 0.465 -2.502 -0.34
C 0.487 0.432 -3.556 -0.08
C 0.790 0.878 -4.853 -0.08
C 1.944 1.632 -5.075 -0.10
C 2.786 1.872 -4.014 -0.09
C 2.536 1.342 -2.752 -0.08
P -0.299 -2.820 -0.354 1.04
C 0.597 -3.218 1.188 -0.38
C 1.979 -3.014 1.370 -0.11
C 2.528 -3.206 2.634 -0.10
C 1.813 -3.715 3.716 -0.08
C 0.430 -3.814 3.496 -0.12
C -0.216 -3.658 2.276 -0.11
C -0.416 -4.456 -1.175 -0.37
C -1.605 -4.785 -1.863 -0.10
C -1.622 -5.864 -2.745 -0.07
C -0.437 -6.648 -2.902 -0.08
C 0.664 -6.377 -2.113 -0.11
C 0.668 -5.351 -1.209 -0.11
H 2.439 -1.845 -2.753 0.06
H 1.175 -3.009 -2.979 0.08
H 2.447 -3.294 -1.782 0.08
H 4.051 -0.779 -1.405 0.12
H 5.966 -0.535 0.243 0.10
H 5.659 0.513 2.393 0.11
H 3.417 0.726 3.329 0.11
H 1.447 0.569 1.868 0.07
H -0.464 -0.037 -3.373 0.07
H 0.078 0.596 -5.634 0.10
H 2.126 1.878 -6.112 0.10
H 3.708 2.423 -4.238 0.11
H 3.139 1.526 -1.894 0.08
H 2.677 -2.788 0.557 0.09
H 3.616 -2.954 2.662 0.11
H 2.279 -3.979 4.680 0.11
H -0.269 -4.034 4.357 0.11
H -1.321 -3.693 2.172 0.11
H -2.463 -4.162 -1.683 0.08
H -2.454 -6.118 -3.379 0.09
H -0.442 -7.409 -3.705 0.11
H 1.520 -7.070 -2.244 0.12
H 1.512 -5.163 -0.517 0.11
Br 1.271 9.763 -0.258 0.74
C 0.907 7.919 -0.478 -0.70
C -0.193 7.388 -1.134 -0.12
C -0.420 6.031 -1.117 -0.02
C 0.439 5.125 -0.488 -0.12
C 1.534 5.696 0.196 0.00
C 1.813 7.077 0.164 -0.13
C 0.209 3.645 -0.361 -0.43
O 1.140 2.823 -0.420 0.06
O -1.084 3.315 -0.187 0.05
H -0.853 8.185 -1.451 0.10
H -1.357 5.660 -1.633 0.14
H 2.224 5.028 0.727 0.12
H 2.727 7.535 0.627 0.11



# 3
102
Properties=species:S:1:pos:R:3:mulliken_spin:R:1 method="wB97M-V/def2-TZVPD" relative_energy_ev=0.789 spin_multiplicity=3 homo_lumo_gap_ev="6.616 / 6.408" e_homo_ev="-14.5 / -14.8" charge=+3
W 1.296 -0.607 0.866 1.65
C 1.827 0.867 5.140 0.00
C 1.393 0.751 3.832 0.02
N 1.922 -0.144 2.994 -0.02
C 2.971 -0.858 3.462 0.00
C 3.325 -0.788 4.809 -0.01
N 2.750 0.056 5.642 0.02
C 3.754 -1.509 2.421 0.09
C 4.969 -2.127 2.611 -0.02
C 5.772 -2.450 1.512 0.03
C 5.302 -2.069 0.255 -0.01
C 4.039 -1.531 0.116 0.04
N 3.239 -1.299 1.187 -0.03
C 3.368 -1.319 -1.161 0.06
C 3.982 -1.399 -2.409 -0.01
N 3.299 -1.426 -3.535 0.03
C 1.973 -1.386 -3.438 -0.01
C 1.336 -1.225 -2.225 0.04
N 2.021 -1.154 -1.072 -0.01
C 7.048 -3.162 1.683 0.01
C 7.532 -3.995 0.675 0.01
C 8.729 -4.666 0.878 0.00
N 9.433 -4.546 1.994 0.01
C 8.982 -3.761 2.962 0.00
C 7.796 -3.049 2.854 0.01
H 1.405 1.611 5.803 0.00
H 0.592 1.367 3.461 0.00
H 4.098 -1.429 5.217 0.00
H 5.304 -2.352 3.612 0.00
H 5.923 -2.207 -0.619 0.00
H 5.062 -1.432 -2.493 0.00
H 1.408 -1.461 -4.358 0.00
H 0.262 -1.146 -2.160 0.01
H 6.979 -4.157 -0.242 0.00
H 9.139 -5.325 0.121 0.00
H 9.592 -3.696 3.855 0.00
H 7.498 -2.398 3.666 0.00
C 1.820 -6.499 -0.071 -0.01
C 2.580 -5.373 -0.334 0.01
C 2.164 -4.127 0.105 0.03
C 0.975 -3.976 0.815 -0.01
C 0.218 -5.125 1.086 -0.01
C 0.640 -6.366 0.648 0.01
N 0.538 -2.665 1.243 -0.10
N -0.514 -2.749 1.958 0.13
C -1.107 -1.582 2.346 -0.10
C -2.302 -1.672 3.073 0.02
C -2.972 -0.515 3.408 -0.01
C -2.457 0.715 3.003 0.02
C -1.270 0.785 2.284 0.00
C -0.545 -0.355 1.949 0.05
H 2.145 -7.472 -0.416 0.00
H 3.508 -5.462 -0.884 0.00
H 2.789 -3.283 -0.105 -0.04
H -0.700 -5.036 1.639 0.00
H 0.039 -7.237 0.871 0.00
H -2.675 -2.649 3.351 0.00
H -3.893 -0.561 3.972 0.00
H -2.981 1.628 3.256 0.00
H -0.914 1.764 1.974 0.00
F -5.281 0.118 -0.931 0.00
C -4.358 1.087 -1.116 0.00
C -3.062 0.733 -0.914 0.01
C -2.023 1.659 -1.092 0.00
C -0.660 1.305 -0.796 0.00
O -0.350 0.098 -0.531 0.04
C 0.286 2.362 -0.862 0.01
C -0.095 3.586 -1.345 0.00
N -1.350 3.884 -1.703 0.00
C -1.637 5.204 -2.241 0.00
C -0.737 5.769 -3.294 0.00
C -2.114 5.315 -3.660 0.00
C -2.363 2.957 -1.513 0.00
C -3.702 3.298 -1.716 0.00
C -4.749 2.395 -1.519 0.00
N -6.048 2.803 -1.726 0.00
C -7.265 2.073 -1.395 0.00
C -8.125 1.905 -2.641 0.00
N -8.394 3.254 -3.284 0.00
C -7.769 4.386 -2.526 0.00
C -6.287 4.130 -2.289 0.00
C 1.711 2.148 -0.447 0.02
O 2.625 2.761 -0.924 0.02
O 1.834 1.248 0.514 0.04
H -2.827 -0.277 -0.607 -0.01
H 0.644 4.367 -1.468 0.00
H -2.041 5.883 -1.499 0.00
H 0.098 5.175 -3.641 0.00
H -0.527 6.828 -3.252 0.00
H -2.198 4.398 -4.229 0.00
H -2.868 6.054 -3.895 0.00
H -3.918 4.308 -2.024 0.00
H -7.820 2.595 -0.611 0.00
H -7.054 1.086 -1.013 0.00
H -9.070 1.428 -2.389 0.00
H -7.605 1.282 -3.365 0.00
H -9.399 3.416 -3.359 0.00
H -8.034 3.253 -4.239 0.00
H -8.311 4.504 -1.591 0.00
H -7.891 5.304 -3.098 0.00
H -5.933 4.919 -1.617 0.00
H -5.741 4.228 -3.235 0.00